The following is a DFT calculation (ωB97M-V with the def2-TZVPD basis set) of a structure of composition C5H12N3O at a distorted geometry.

## Properties
Max |F| ... 4.700 eV/A
Energy ... -11887.2896 eV

Geometry as ORCA input:
```
! RIJCOSX wB97M-V def2-TZVPD def2/J DEFGRID3
* xyz 1 1
O -0.76337 1.58948 0.36884
H 3.42841 -0.79269 0.39306
H -2.66825 -0.20359 -2.09121
H -3.67213 0.43449 -0.73275
N -2.91512 -0.21365 -1.06053
H -1.53313 -1.56086 -0.67315
N 1.63557 -0.13321 -0.21183
H 3.01996 1.47021 0.54253
N 0.51226 -0.40022 0.27624
H -2.46160 0.33105 1.45232
H 2.50083 1.56506 -1.26105
H -1.76045 -1.34859 1.75775
C -0.57727 0.29277 0.48923
C 2.18534 1.25915 -0.21500
H -1.61244 2.04426 0.58755
H 2.79419 -1.60814 -0.95273
C 2.52254 -1.25978 -0.01305
C -1.79914 -0.46036 1.11452
C -2.08120 -0.77371 -0.26991
H 2.07826 -2.03177 0.50112
H 1.16673 1.80010 -0.00194
*
```

=====

The following is a DFT calculation (ωB97M-V with the def2-TZVPD basis set) of an isolated molecule of C5H12N4 at a distorted geometry.

## Properties
Max |F| ... 2.583 eV/A
Energy ... -11336.7620 eV
SMILES string ... [H]/N=C(\C)C(=C)N(N)NC

Geometry as ORCA input:
```
! RIJCOSX wB97M-V def2-TZVPD def2/J DEFGRID3
* xyz 0 1
C 2.65702 1.48719 -0.59690
H -3.30975 0.41782 0.48188
N 0.18968 1.74145 0.86195
H 0.47477 1.69133 1.83924
H 2.28683 1.38761 -1.62330
H 2.47347 2.50755 -0.24484
H 3.74251 1.34596 -0.61788
H -0.44177 -2.65919 0.58902
H -1.59037 -1.76157 -1.59902
N -2.32261 0.46373 0.76032
H 2.35009 -0.42324 -0.08247
C -1.62636 -0.41133 0.09547
N 0.66146 0.58642 0.22901
H -2.87324 -2.07791 -0.39820
C -0.13390 -0.56910 0.30168
H -3.00608 -0.69943 -1.51827
C 0.26063 -1.83492 0.53063
H -0.84014 1.70780 0.89946
N 2.06258 0.48045 0.28921
C -2.31206 -1.29845 -0.92099
H 1.29725 -2.08218 0.72402
*
```

=====

The following is a DFT calculation (ωB97M-V with the def2-TZVPD basis set) of an isolated molecule of C5H12N4 at a distorted geometry.

## Properties
Max |F| ... 3.589 eV/A
Energy ... -11336.2441 eV
SMILES string ... C=NN(C)/C=N/N(C)C

Geometry as ORCA input:
```
! RIJCOSX wB97M-V def2-TZVPD def2/J DEFGRID3
* xyz 0 1
H -3.32882 1.25387 0.57794
H 2.25794 1.56103 -0.04693
H -2.19341 2.49607 0.37131
H 1.17909 -2.22174 1.43603
H 3.22789 0.78056 1.43682
N 0.42114 -0.37222 -0.12293
N 1.46000 -0.26167 0.88581
C -0.49939 0.47999 0.05224
N -2.39265 -0.15820 -1.48908
C 2.60688 0.60285 0.53067
H -0.41209 1.21258 0.78826
N -1.69406 0.75082 -0.68028
C -1.80150 -1.18542 -1.86860
C -2.69446 1.71070 -0.15777
H 3.23458 0.02548 -0.18003
H -3.34647 1.99401 -0.96946
H -2.35163 -1.88485 -2.55049
C 1.97730 -1.64858 1.19030
H 2.47256 -2.10713 0.29419
H 2.66898 -1.62505 2.11018
H -0.79186 -1.40309 -1.60818
*
```

=====

The following is a DFT calculation (ωB97M-V with the def2-TZVPD basis set) of the ion C5H12NO with charge -1 at a distorted geometry.

## Properties
Max |F| ... 3.954 eV/A
Energy ... -8914.9360 eV
SMILES string ... CC[C@H](C)NC[O-]

Geometry as ORCA input:
```
! RIJCOSX wB97M-V def2-TZVPD def2/J DEFGRID3
* xyz -1 1
O -1.19669 0.60169 -3.36534
H 0.45918 -1.66716 -0.17147
H 0.11261 -0.35480 -1.94335
H -1.23003 -1.24499 -2.53762
C 2.03954 -0.82745 0.96142
H 2.24950 -1.84788 1.39398
H -0.13650 1.47529 2.28188
H 0.32045 1.16176 -0.32592
H -1.81787 0.74735 1.74608
H 2.48232 -0.64028 -0.02816
H -0.15506 -1.30828 1.48774
C -0.21507 0.35047 0.13559
C 0.49865 -0.91672 0.60273
H -0.91930 2.28349 1.05211
N -1.40680 0.10168 -0.82650
C -0.87574 1.25128 1.33957
C -0.86041 -0.20899 -2.43303
H 2.43823 -0.01273 1.65315
H -1.78700 1.05626 -1.02287
*
```

=====

The following is a DFT calculation (ωB97M-V with the def2-TZVPD basis set) of the ion C5H12NO with charge -1 at a distorted geometry.

## Properties
Max |F| ... 6.217 eV/A
Energy ... -8914.4584 eV
SMILES string ... CCCNCC[O-]

Geometry as ORCA input:
```
! RIJCOSX wB97M-V def2-TZVPD def2/J DEFGRID3
* xyz -1 1
C 0.99365 -0.41059 -0.57411
C -0.60168 1.06251 0.59973
N -0.45939 -0.00742 -0.51966
C -1.43765 0.28135 1.62280
H 1.23343 -1.19275 0.22978
H -2.21350 -0.38071 1.08380
H 1.60190 0.39948 -0.62691
C -2.25644 1.23285 2.55612
H -2.99112 1.92677 2.15877
O 2.66799 -1.32415 -1.99582
H -0.93529 -0.39986 2.20332
C 1.40417 -1.03896 -1.98225
H -2.81249 0.65120 3.30176
H 0.42137 1.00248 1.06286
H -1.51709 1.82755 3.14354
H -0.79263 2.04762 0.13145
H 1.22100 -0.51429 -2.92246
H -0.79860 0.45352 -1.41375
H 0.84247 -1.93886 -2.08186
*
```

=====

The following is a DFT calculation (ωB97M-V with the def2-TZVPD basis set) of the ion C5H12NO with charge -1 at a distorted geometry.

## Properties
Max |F| ... 1.063 eV/A
Energy ... -8916.8770 eV
SMILES string ... CC[C@@H](C)NC[O-]

Geometry as ORCA input:
```
! RIJCOSX wB97M-V def2-TZVPD def2/J DEFGRID3
* xyz -1 1
H -0.36359 -0.32732 1.51808
H -0.14179 2.11172 1.55974
N -0.63004 -1.19247 -0.88030
H 1.16243 1.52382 2.48098
C 1.20035 0.35923 -1.45702
H 0.86254 0.46289 -2.48828
H 1.94012 -0.44395 -1.43444
H -0.10426 -2.03768 -0.67734
C 0.77150 1.51508 1.45316
H 1.28422 -0.59708 1.12031
H 1.64718 1.31908 -1.19453
H -2.49117 -0.42525 -0.51052
O -1.97987 -1.75886 1.03500
C 0.05165 0.02100 -0.52275
H -0.69298 0.82457 -0.64037
H -2.46642 -2.14178 -0.92055
C 0.46114 0.12085 0.96383
C -1.99285 -1.39033 -0.22749
H 1.48184 2.05647 0.82248
*
```

=====

The following is a DFT calculation (ωB97M-V with the def2-TZVPD basis set) of the ion C5H12NO with charge -1.

## Properties
Max |F| ... 0.628 eV/A
Energy ... -8916.5060 eV
SMILES string ... NCCCCC[O-]

Geometry as ORCA input:
```
! RIJCOSX wB97M-V def2-TZVPD def2/J DEFGRID3
* xyz -1 1
H -0.59412 -1.84133 -0.21541
H -0.83844 -0.85200 -1.64451
H 1.16178 0.90326 1.24894
O -3.02596 2.00820 -0.22362
N 2.82372 -0.32808 1.07015
H 3.00804 -0.58872 2.03317
H -2.51553 -0.50390 0.15272
C -1.99511 1.33894 -0.74262
H -1.31080 0.38216 1.08754
H 1.55650 -0.99894 -1.02511
H -1.08000 1.97403 -0.86800
H -2.14016 0.94361 -1.79635
H 0.77243 -0.75971 1.58275
C -0.53963 -0.80737 -0.59607
C 0.89532 -0.30836 -0.49544
C -1.59603 0.08774 0.07647
C 1.36694 -0.11463 0.93268
H 3.05696 -1.14219 0.50540
H 0.99409 0.60731 -1.08270
*
```

=====

The following is a DFT calculation (ωB97M-V with the def2-TZVPD basis set) of the ion C5H12NO with charge -1 at a distorted geometry.

## Properties
Max |F| ... 2.803 eV/A
Energy ... -8915.8001 eV
SMILES string ... C[C@H](C[O-])N(C)C

Geometry as ORCA input:
```
! RIJCOSX wB97M-V def2-TZVPD def2/J DEFGRID3
* xyz -1 1
O -0.26058 0.49593 2.37139
H 1.05809 0.12662 -1.94125
H 1.03101 1.49503 0.42594
H 0.94822 -1.65675 -2.15635
H 0.83958 -0.84510 1.52395
C 0.41447 -0.77677 -1.79993
C -0.72866 0.38412 -0.02886
H -1.83740 -0.64448 1.54442
H 0.81964 -2.41042 0.67135
H -1.96890 1.16545 1.64086
C 0.08802 1.68200 -0.10136
C 0.95735 -1.34906 0.54209
N -0.03406 -0.86678 -0.42009
H 2.02284 -1.17652 0.26572
H 0.41903 1.90997 -1.12311
H -0.48551 -0.81238 -2.42059
C -1.29938 0.32880 1.51858
H -0.43962 2.55759 0.29032
H -1.54414 0.39275 -0.80308
*
```

=====

The following is a DFT calculation (ωB97M-V with the def2-TZVPD basis set) of the ion C5H12NO with charge -1 at a distorted geometry.

## Properties
Max |F| ... 3.836 eV/A
Energy ... -8914.9394 eV
SMILES string ... CCN[C@H](C)C[O-]

Geometry as ORCA input:
```
! RIJCOSX wB97M-V def2-TZVPD def2/J DEFGRID3
* xyz -1 1
H -2.72765 -0.47478 -2.78760
N -0.32638 0.66604 -0.59123
H 1.57489 1.78626 2.11292
C 0.10957 0.28118 0.82528
C 1.10487 -0.91505 0.66696
H -0.96495 0.13652 -3.21721
H -2.04485 -0.40380 -0.46192
C -1.19098 -0.43446 -1.08221
H -0.79543 0.05382 1.43458
H 0.63472 -1.59242 0.01166
O 1.32192 -1.49464 1.84350
H 0.09690 2.39057 1.54432
C -1.77389 0.04106 -2.48908
H -1.96846 1.09912 -2.42405
H 2.07351 -0.52703 0.27459
H -0.77121 -1.45589 -1.36148
C 0.86025 1.63721 1.25021
H 1.55229 1.95498 0.50837
H 0.39057 0.66799 -1.27048
*
```

=====

The following is a DFT calculation (ωB97M-V with the def2-TZVPD basis set) of the ion C5H12NO with charge -1 at a distorted geometry.

## Properties
Max |F| ... 4.190 eV/A
Energy ... -8915.5298 eV
SMILES string ... C[C@@H](N)CCC[O-]

Geometry as ORCA input:
```
! RIJCOSX wB97M-V def2-TZVPD def2/J DEFGRID3
* xyz -1 1
H 1.56823 0.80085 0.45982
H -1.29079 -0.96511 -0.29863
H 0.91516 2.07899 -0.25362
H 0.13308 1.18024 -2.72962
H 0.29155 -0.60336 -1.47486
H 0.74651 -2.16692 0.53487
H -1.21655 1.97763 -1.75748
C 0.12412 0.29421 -0.89329
C -0.70731 1.05319 -1.96266
C -0.37854 -0.58916 1.57864
H -1.32458 0.25094 -2.42167
N 1.22774 1.15403 -0.52833
O 1.98655 -0.77005 1.32758
H -0.06250 0.37568 2.04113
C 0.86830 -1.49496 1.41072
H -1.22100 -1.15424 2.04610
H 0.89179 -2.25350 2.27793
H -1.58008 0.88728 0.40431
C -0.97170 -0.05574 0.23906
*
```

=====

The following is a DFT calculation (ωB97M-V with the def2-TZVPD basis set) of a cluster of 5 separate species, C5H12NO in total at a distorted geometry.

## Properties
Max |F| ... 5.035 eV/A
Energy ... -8901.6116 eV
<S²> ... 0.766

Geometry as ORCA input:
```
! RIJCOSX wB97M-V def2-TZVPD def2/J DEFGRID3
* xyz 0 2
C -4.18728 0.18320 1.30289
C -3.80527 -1.07104 1.36116
H 2.70646 0.79293 -1.49095
C 3.36807 1.09724 -2.28661
N 1.06245 0.19609 1.68692
C 3.05373 -0.52738 0.87586
H 2.80100 1.71567 -3.00048
H 1.43177 -0.44366 2.37075
C 2.06061 0.41362 0.70687
H -4.20224 0.69705 0.22580
H 2.49639 -1.39867 1.11346
O -5.24293 0.04157 -1.22836
H 0.61534 0.97108 2.13221
H -3.77695 -1.44425 0.31049
H -4.55339 -2.30929 0.71236
H -5.89519 -0.57846 -0.70779
H 4.08479 -0.34468 0.61283
H 4.17821 1.79791 -1.92748
H 3.80443 0.21106 -2.76993
*
```

=====

The following is a DFT calculation (ωB97M-V with the def2-TZVPD basis set) of a cluster of 2 separate species, C5H12NO in total at a distorted geometry.

## Properties
Max |F| ... 1.487 eV/A
Energy ... -8909.0590 eV

Geometry as ORCA input:
```
! RIJCOSX wB97M-V def2-TZVPD def2/J DEFGRID3
* xyz 1 1
N -0.68400 1.52465 0.53450
H -0.13896 -0.79795 -0.80381
H -2.18526 -3.20249 -0.76329
O -1.30134 -2.83803 -0.89607
H -1.64764 -0.24257 0.28127
H -0.88242 2.52066 0.63320
H 1.91368 -0.57940 1.41466
H 1.53962 -0.22670 -1.18724
H 1.99585 -1.90306 0.28819
H 1.36008 3.10612 0.11991
C 1.41837 2.11893 -0.31819
H -2.61491 1.12114 1.10962
H 2.09788 1.96840 -1.14438
C -1.73626 0.79224 0.58051
C 1.31713 -1.16369 0.71400
C 0.75719 -0.29783 -0.43766
H -0.81386 -3.57958 -1.27031
C 0.57935 1.12454 -0.01339
H 0.58156 -1.73461 1.28261
*
```